This record from the Open Molecules 2025 dataset describes 4 unconnected molecules or ions with the total composition C33H77N6O9 in a non-equilibrium geometry. The level of theory is ωB97M-V with the def2-TZVPD basis set.

Values from the calculation:
F_max: 2.32 eV/A
HOMO-LUMO gap: 7.51 eV
net charge: +1
DFT total energy: -2308.86863 Eh

Last columns: bonded neighbours and bond lengths (Å).
Cartesian coordinates (Å):
1 C -5.85640 1.01056 1.42770  C2 1.526, H31 1.087, H32 1.090, H33 1.089
2 C -5.55647 1.06755 2.92316  C1 1.526, O3 1.422, H34 1.089, H35 1.090
3 O -4.48280 0.19664 3.25548  C2 1.422, C4 1.421
4 C -3.25484 0.84413 3.55745  O3 1.421, C5 1.524, H36 1.089, H37 1.092
5 C -2.10308 0.27152 2.73954  C4 1.524, O6 1.423, H38 1.093, H39 1.090
6 O -1.78616 1.04069 1.58493  C5 1.423, C7 1.407
7 C -2.36217 0.53567 0.40509  O6 1.407, N8 1.469, H40 1.090, H41 1.083
8 N -1.40051 -0.35691 -0.25647  C7 1.469, C9 1.394, H42 1.018
9 C -0.91788 0.04149 -1.50203  N8 1.394, N10 1.397, N22 1.290
10 N -1.71943 0.66220 -2.46331  C9 1.397, C11 1.464, C16 1.483
11 C -2.12241 -0.22148 -3.55847  N10 1.464, C12 1.537, H43 1.097, H44 1.086
12 C -2.90583 -1.44407 -3.05486  C11 1.537, C13 1.546, H45 1.089, H46 1.089
13 C -4.43214 -1.20262 -3.01956  C12 1.546, C14 1.519, H47 1.084, H48 1.085
14 C -4.80073 -0.49956 -1.72449  C13 1.519, O15 1.428, H49 1.092, H50 1.090
15 O -6.22126 -0.50827 -1.57454  C14 1.428, H51 0.964
16 C -1.41901 2.06607 -2.83461  N10 1.483, C17 1.522, H52 1.095, H53 1.092
17 C -0.39696 2.82372 -1.99850  C16 1.522, C18 1.556, H54 1.088, H55 1.086
18 C -0.96174 3.44069 -0.68601  C17 1.556, C19 1.538, H56 1.087, H57 1.088
19 C -0.48243 4.89069 -0.50232  C18 1.538, O20 1.407, H58 1.089, H59 1.094
20 O 0.73262 4.96052 0.20431  C19 1.407, C21 1.431
21 C 0.57141 4.80827 1.61834  O20 1.431, H60 1.085, H61 1.089, H62 1.088
22 N 0.31293 -0.26652 -1.73552  C9 1.290, C23 1.480, C24 1.459
23 C 1.11221 -0.97013 -0.70763  N22 1.480, H63 1.084, H64 1.083, H65 1.078
24 C 1.01007 0.00932 -2.98673  N22 1.459, C25 1.547, H66 1.079, H67 1.089
25 C 2.34667 0.76338 -2.79130  C24 1.547, O26 1.425, H68 1.086, H69 1.089
26 O 3.41896 -0.05898 -3.24375  C25 1.425, C27 1.366
27 C 4.45290 -0.18017 -2.35884  O26 1.366, O28 1.178, C29 1.519
28 O 4.30022 -0.35783 -1.20485  C27 1.178
29 C 5.84059 -0.11041 -2.97257  C27 1.519, C30 1.534, H70 1.084, H71 1.088
30 C 6.64012 0.88808 -2.12605  C29 1.534, H72 1.084, H73 1.085, H74 1.087
31 H -6.84689 1.42555 1.25812  C1 1.087
32 H -5.10608 1.52316 0.82520  C1 1.090
33 H -5.88227 -0.03897 1.13647  C1 1.089
34 H -5.42156 2.08659 3.28336  C2 1.089
35 H -6.44352 0.68252 3.42548  C2 1.090
36 H -3.27010 1.91969 3.38868  C4 1.089
37 H -3.02162 0.61440 4.59875  C4 1.092
38 H -2.26827 -0.78855 2.53112  C5 1.093
39 H -1.22499 0.31493 3.38354  C5 1.090
40 H -3.20517 -0.08479 0.70766  C7 1.090
41 H -2.76780 1.31438 -0.22935  C7 1.083
42 H -1.80535 -1.28785 -0.33747  N8 1.018
43 H -1.30749 -0.56994 -4.20480  C11 1.097
44 H -2.79647 0.33177 -4.20598  C11 1.086
45 H -2.74001 -2.23380 -3.78562  C12 1.089
46 H -2.53332 -1.81368 -2.10106  C12 1.089
47 H -4.73503 -0.59739 -3.86639  C13 1.084
48 H -4.91145 -2.17548 -3.03031  C13 1.085
49 H -4.40453 -1.01932 -0.84952  C14 1.092
50 H -4.45676 0.53453 -1.71168  C14 1.090
51 H -6.55753 0.39402 -1.61597  O15 0.964
52 H -1.11926 2.08450 -3.88711  C16 1.095
53 H -2.35214 2.63186 -2.80241  C16 1.092
54 H -0.09533 3.68032 -2.59733  C17 1.088
55 H 0.52113 2.28578 -1.78269  C17 1.086
56 H -0.56915 2.89161 0.16547  C18 1.087
57 H -2.04868 3.44756 -0.74380  C18 1.088
58 H -0.35118 5.39941 -1.45600  C19 1.089
59 H -1.25626 5.44359 0.03917  C19 1.094
60 H 0.84081 5.70513 2.16637  C21 1.085
61 H -0.44501 4.48484 1.83881  C21 1.089
62 H 1.20899 3.97722 1.91387  C21 1.088
63 H 2.01673 -1.31938 -1.19134  C23 1.084
64 H 1.42030 -0.29949 0.08550  C23 1.083
65 H 0.60613 -1.85292 -0.35119  C23 1.078
66 H 0.41308 0.51592 -3.72967  C24 1.079
67 H 1.28016 -0.95317 -3.41792  C24 1.089
68 H 2.35517 1.67293 -3.38456  C25 1.086
69 H 2.44661 1.07430 -1.75245  C25 1.089
70 H 6.30794 -1.08836 -2.96465  C29 1.084
71 H 5.70354 0.24942 -3.99064  C29 1.088
72 H 7.64459 1.04277 -2.50206  C30 1.084
73 H 6.70782 0.48626 -1.12024  C30 1.085
74 H 6.10014 1.82870 -2.04966  C30 1.087
75 C -6.34790 -4.07866 3.05542  C76 1.526, H81 1.090, H82 1.090, H83 1.092
76 C -5.64531 -2.72589 2.99126  C75 1.526, C77 1.535, N80 1.465, H84 1.094
77 C -4.98231 -2.43952 1.63712  C76 1.535, O78 1.423, H85 1.096, H86 1.099
78 O -3.76039 -3.12988 1.40236  C77 1.423, C79 1.419
79 C -3.90581 -4.47112 0.96109  O78 1.419, H87 1.093, H88 1.091, H89 1.091
80 N -4.68974 -2.63332 4.09844  C76 1.465, H90 1.018, H91 1.017
81 H -5.64714 -4.90445 3.17647  C75 1.090
82 H -7.02445 -4.10846 3.90896  C75 1.090
83 H -6.93990 -4.25934 2.15551  C75 1.092
84 H -6.40811 -1.95623 3.14054  C76 1.094
85 H -4.71820 -1.37610 1.61435  C77 1.096
86 H -5.68110 -2.60879 0.80655  C77 1.099
87 H -4.78231 -4.59351 0.31935  C79 1.093
88 H -3.96592 -5.15481 1.80907  C79 1.091
89 H -3.01519 -4.73298 0.38848  C79 1.091
90 H -4.30377 -1.69188 4.12200  N80 1.018
91 H -3.89240 -3.22211 3.86873  N80 1.017
92 C 4.48216 -5.80594 -5.43112  C93 1.526, H98 1.090, H99 1.090, H100 1.092
93 C 6.00128 -5.71337 -5.54200  C92 1.526, C94 1.537, N97 1.466, H101 1.094
94 C 6.70993 -5.53322 -4.19029  C93 1.537, O95 1.418, H102 1.093, H103 1.098
95 O 6.62289 -4.22668 -3.64500  C94 1.418, C96 1.412
96 C 5.41737 -3.93686 -2.96921  O95 1.412, H104 1.094, H105 1.094, H106 1.091
97 N 6.34153 -4.64451 -6.48620  C93 1.466, H107 1.017, H108 1.017
98 H 4.01894 -4.83220 -5.26984  C92 1.090
99 H 4.06306 -6.20877 -6.35318  C92 1.090
100 H 4.18566 -6.46764 -4.61417  C92 1.092
101 H 6.35315 -6.65952 -5.96250  C93 1.094
102 H 7.77708 -5.71093 -4.34352  C94 1.093
103 H 6.36939 -6.27675 -3.45816  C94 1.098
104 H 5.01811 -4.81098 -2.44728  C96 1.094
105 H 4.67311 -3.54227 -3.66784  C96 1.094
106 H 5.62561 -3.15975 -2.23195  C96 1.091
107 H 7.34508 -4.65120 -6.64856  N97 1.017
108 H 6.17632 -3.75718 -6.01716  N97 1.017
109 C 3.53018 4.27384 7.50110  C110 1.526, H115 1.090, H116 1.090, H117 1.092
110 C 3.69366 5.36183 6.44390  C109 1.526, C111 1.537, N114 1.466, H118 1.094
111 C 2.62269 5.31932 5.34241  C110 1.537, O112 1.419, H119 1.094, H120 1.098
112 O 2.79968 4.29326 4.37885  C111 1.419, C113 1.415
113 C 2.33883 3.01684 4.77966  O112 1.415, H121 1.094, H122 1.092, H123 1.092
114 N 5.04982 5.28560 5.89278  C110 1.466, H124 1.017, H125 1.017
115 H 3.87050 3.30007 7.14956  C109 1.090
116 H 4.12145 4.51742 8.38344  C109 1.090
117 H 2.48792 4.18120 7.81463  C109 1.092
118 H 3.58966 6.32501 6.95167  C110 1.094
119 H 2.68260 6.25552 4.78052  C111 1.094
120 H 1.61186 5.27252 5.76943  C111 1.098
121 H 1.44702 3.08531 5.40964  C113 1.094
122 H 3.12275 2.46449 5.30159  C113 1.092
123 H 2.08669 2.45577 3.87770  C113 1.092
124 H 5.20104 6.07470 5.26979  N114 1.017
125 H 5.08660 4.47731 5.27637  N114 1.017